Computed, not measured: a single C6H11N molecule in a non-equilibrium geometry, with wB97M-V/def2-TZVPD.

Geometry as XYZ:
```
18
Properties=species:S:1:pos:R:3:forces:R:3
C -0.60313 -1.07163 -1.77583 0.0555 0.0008 0.0177
C -0.94816 -0.48803 -0.40238 -0.0540 0.0089 0.1062
C 0.23788 0.02969 0.45335 -0.0496 0.0604 0.1893
C -0.24867 0.90496 1.61180 -0.3346 0.6668 -0.0167
C 1.12252 1.00089 -0.32971 -0.0637 0.3186 0.0020
C 0.88986 -1.08369 1.17047 0.6016 -0.9567 0.0348
N 1.29972 -1.93204 1.84390 -0.3072 0.7970 -0.7520
H -0.23305 -0.30600 -2.46639 -0.0314 -0.1236 0.1489
H -1.49842 -1.50647 -2.23528 0.1539 0.0701 0.1372
H 0.15059 -1.86403 -1.70789 -0.0849 0.1079 0.0379
H -1.47637 -1.24342 0.19017 0.0069 0.1235 -0.0550
H -1.64460 0.35142 -0.53461 0.1362 -0.0840 0.0501
H -1.04286 0.39019 2.16891 0.0056 0.5571 -0.1123
H 0.59400 1.09590 2.28928 -0.2810 -0.0103 -0.0731
H -0.50796 1.89001 1.12675 -0.5150 -1.0154 1.1437
H 2.02953 1.26464 0.22239 -0.0843 -0.1585 -0.0307
H 1.40853 0.64929 -1.33017 -0.2161 0.3324 0.2903
H 0.47060 1.91834 -0.29477 1.0620 -0.6950 -1.1183
```
Positions in Å, forces in eV/Å.

Results
Gap between HOMO and LUMO   12.05 eV
Electronic energy   -289.9516 Ha
Highest occupied orbital energy   -11.2 eV
Charge   0
Energy relative to the best compared isomer or geometry (same formula, charge and spin)   12.6 kcal/mol
SMILES   CCC(C)(C)C#N

Results of the Mulliken charge analysis, in e, for atoms 1 through 8: C -1.22; C -0.59; C 1.31; C -1.54; C -1.26; C -0.05; N -0.54; H 0.33